Below is a structure of composition C51H43N4P2SiTl, with properties calculated with ωB97M-V/def2-TZVPD.

Positions of all 102 atoms, in Å:
Tl 1.4336 -1.1178 -0.1690
C 1.5333 1.8234 1.3985
Si -0.3205 1.7269 1.1044
C -0.9994 3.4448 0.8261
C -0.9238 4.6937 1.4595
C -1.6046 5.7768 0.9315
C -2.3743 5.6150 -0.2256
C -2.4492 4.3838 -0.8542
C -1.7512 3.2828 -0.3393
P -1.3597 1.3686 -0.9664
C -3.1596 0.9333 -0.9107
C -3.9037 1.1858 0.2426
C -5.2117 0.7418 0.3671
C -5.8159 0.0513 -0.6760
C -5.0947 -0.1967 -1.8347
C -3.7752 0.2259 -1.9439
C -1.0026 2.1364 -2.6098
C 0.3337 2.4005 -2.9179
C 0.6864 2.9846 -4.1245
C -0.2933 3.3033 -5.0598
C -1.6241 3.0473 -4.7651
C -1.9767 2.4801 -3.5436
C -1.1372 0.9484 2.6131
C -1.8674 1.8758 3.3901
C -2.5115 1.5218 4.5612
C -2.4450 0.1986 4.9850
C -1.7533 -0.7253 4.2242
C -1.0791 -0.3879 3.0374
P -0.5142 -2.2163 2.1954
C 0.0583 -3.8144 1.1994
C 1.3445 -4.1978 0.8092
C 1.5513 -5.2972 -0.0195
C 0.4729 -6.0570 -0.4564
C -0.8096 -5.7152 -0.0429
C -1.0092 -4.6018 0.7659
C 0.7702 -2.4712 3.5133
C 1.4101 -1.4155 4.1777
C 2.3073 -1.6256 5.2185
C 2.6306 -2.9134 5.6243
C 2.0278 -3.9813 4.9674
C 1.1172 -3.7615 3.9443
H 1.6453 2.5194 2.2388
H 2.0158 0.8863 1.6875
H 2.0493 2.2187 0.5212
H -0.3383 4.8232 2.3658
H -1.5438 6.7487 1.4086
H -2.9042 6.4679 -0.6385
H -3.0393 4.2864 -1.7613
H -3.4537 1.7316 1.0636
H -5.7567 0.9365 1.2829
H -6.8371 -0.2994 -0.5816
H -5.5470 -0.7444 -2.6532
H -3.2249 -0.0027 -2.8478
H 1.1149 2.1079 -2.2245
H 1.7330 3.1625 -4.3432
H -0.0184 3.7381 -6.0137
H -2.3954 3.2864 -5.4886
H -3.0216 2.2961 -3.3285
H -1.9332 2.9055 3.0589
H -3.0631 2.2633 5.1284
H -2.9500 -0.1167 5.8934
H -1.7401 -1.7629 4.5461
H 2.2100 -3.6695 1.2002
H 2.5592 -5.5549 -0.3265
H 0.6312 -6.9036 -1.1145
H -1.6589 -6.3131 -0.3588
H -2.0137 -4.3194 1.0678
H 1.1853 -0.3976 3.8762
H 2.7603 -0.7725 5.7141
H 3.3350 -3.0827 6.4305
H 2.2583 -4.9992 5.2631
H 0.6545 -4.6159 3.4623
N 7.4226 1.0785 -4.9160
C 6.4822 1.0157 -4.2376
C 5.3429 0.9376 -3.4149
C 5.3541 1.3792 -2.0566
C 4.2106 1.3047 -1.3126
N 3.0122 0.8374 -1.7458
C 3.0146 0.4032 -3.0366
C 4.0913 0.4300 -3.8781
H 6.2621 1.7718 -1.6169
H 4.2305 1.6423 -0.2797
H 2.0694 0.0063 -3.3929
H 3.9920 0.0623 -4.8914
N -0.6722 -0.1551 -1.2290
C -1.0006 -1.0393 -2.2524
C -0.6634 -0.8437 -3.6075
C -0.9995 -1.7756 -4.5798
C -1.6675 -2.9484 -4.2441
C -1.9841 -3.1735 -2.9088
C -1.6617 -2.2386 -1.9374
H -0.1420 0.0611 -3.8917
H -0.7233 -1.5860 -5.6118
H -1.9179 -3.6793 -5.0038
H -2.4838 -4.0901 -2.6165
H -1.9187 -2.4052 -0.8980
C 4.5353 0.4174 3.5161
C 4.3061 -0.5541 2.4492
N 4.1218 -1.3207 1.6163
H 5.0184 -0.0700 4.3604
H 3.5814 0.8267 3.8447
H 5.1640 1.2266 3.1477

The calculation puts the largest force on an atom at 0.91 eV Å⁻¹. The value obtained for the HOMO-LUMO gap (spin up / spin down) is 5.39 / 3.96 eV. As for the relative energy (zero: lowest compared OMol25 entry of this formula, charge and spin): 156.2 kJ/mol. As for the total charge: -2. The calculation puts the electronic energy at -90691.0993 eV. As for the HOMO energy (spin up / spin down): -0.05068 / 0.00198 hartree. The calculation puts the molecular weight at 1006.3 u.



Below is a cluster of 2 separate species, C51H44NO in total in a non-equilibrium geometry, with properties calculated with ωB97M-V/def2-TZVPD.

Positions of all 97 atoms, in Å:
C -4.5358 2.7343 2.2760
C -3.5058 3.0146 1.3752
C -2.4527 2.1119 1.2002
C -2.4625 0.8776 1.8657
C -1.2902 -0.1130 1.8246
C -1.6155 -1.3685 1.0042
C -2.7799 -1.4936 0.2465
C -3.0568 -2.7050 -0.4001
C -2.1364 -3.7522 -0.3787
C -0.9362 -3.6017 0.3221
C -0.6852 -2.4111 1.0053
C -0.0330 0.5956 1.2803
C 0.6333 0.1944 0.1219
C 1.7371 0.9210 -0.3495
C 2.1542 2.0764 0.3008
C 1.4819 2.4937 1.4515
C 0.3621 1.7957 1.9054
C -1.0589 -0.5895 3.2978
C -2.0199 -1.6698 3.8573
C -1.1953 -2.8745 4.3041
C 0.2752 -2.4720 4.1742
N 0.2639 -1.1855 3.4803
C 1.3654 -0.3949 3.5669
C 2.6106 -0.9249 3.5055
C 3.7395 -0.2438 2.8852
C 4.5399 -0.9575 1.9693
C 5.5962 -0.3302 1.3253
C 5.8791 1.0179 1.5871
C 5.0893 1.7385 2.4949
C 4.0133 1.1132 3.1234
C -3.6219 0.5207 2.5623
C -4.6076 1.4639 2.8508
H -5.2963 3.4807 2.5055
H -3.4968 3.9460 0.8118
H -1.6215 2.3926 0.5489
H -3.4739 -0.6538 0.1596
H -4.0058 -2.8122 -0.9227
H -2.3366 -4.6820 -0.9126
H -0.1871 -4.3935 0.3533
H 0.2633 -2.2790 1.5269
H 0.3112 -0.6887 -0.4369
H 2.2692 0.5623 -1.2310
H 3.0027 2.6518 -0.0742
H 1.8159 3.3710 2.0059
H -0.2015 2.1728 2.7688
H -1.1148 0.3115 3.9461
H -2.5389 -1.2124 4.7093
H -2.7807 -1.9956 3.1418
H -1.4251 -3.1576 5.3367
H -1.4028 -3.7346 3.6572
H 0.7537 -2.3700 5.1586
H 0.8600 -3.2138 3.6123
H 1.1936 0.6831 3.6647
H 2.7162 -2.0041 3.6291
H 4.2827 -1.9986 1.7567
H 6.2102 -0.8936 0.6217
H 6.7295 1.4972 1.0994
H 5.3168 2.7857 2.7149
H 3.3521 1.6451 3.8074
H -3.7856 -0.5043 2.8890
H -5.4261 1.1753 3.5113
C 7.9778 0.0096 7.9073
O 6.9738 -0.9172 7.4496
C 5.7418 -0.4413 7.1310
C 4.7676 -1.4187 6.8270
C 3.4754 -1.0423 6.5593
C 3.1155 0.3229 6.5030
C 1.7794 0.7291 6.1636
C 1.4046 2.0839 5.7765
C -0.0053 2.2424 5.9949
C -0.6165 3.4879 5.9547
C 0.1776 4.5982 5.6515
C 1.5299 4.4404 5.3110
C 2.1484 3.1896 5.3575
C -0.5348 0.9681 6.4402
C 0.5621 0.0465 6.5826
C 0.3082 -1.1891 7.1824
C -1.0056 -1.5138 7.5426
C -2.0688 -0.6145 7.3570
C -1.8353 0.6444 6.7943
C 4.0924 1.2904 6.8491
C 5.3927 0.9304 7.1355
H 8.8423 -0.6249 8.0903
H 8.2106 0.7588 7.1410
H 7.6742 0.5077 8.8372
H 5.0633 -2.4638 6.8331
H 2.7299 -1.8080 6.3669
H -1.6727 3.5718 6.2093
H -0.2641 5.5917 5.6647
H 2.1205 5.3104 5.0256
H 3.2029 3.0941 5.1105
H 1.1115 -1.8977 7.3710
H -1.2016 -2.4911 7.9892
H -3.0794 -0.8945 7.6571
H -2.6172 1.3854 6.6289
H 3.8035 2.3347 6.9532
H 6.1379 1.6882 7.3810

The calculation puts the largest force on an atom at 1.62 eV Å⁻¹. The value obtained for the HOMO-LUMO gap is 4.00 eV. As for the relative energy (zero: lowest compared OMol25 entry of this formula, charge and spin): 1.8 kJ/mol. As for the total charge: +1. The calculation puts the electronic energy at -57131.4119 eV. As for the HOMO energy: -0.34640 hartree. The calculation puts the molecular weight at 686.9 u.